Entry 1:
This record from OMol25 describes an isolated ion of composition C5H12NS and charge -1 in a non-equilibrium geometry. The level of theory is the ωB97M-V functional and the def2-TZVPD basis.

Output
energy above the lowest of the compared OMol25 structures with the same formula, charge and spin	181.02	kJ/mol
HOMO-LUMO gap	5.83	eV
charge	-1
LUMO	3.60	eV
largest force on an atom	3.402	eV Å⁻¹
SMILES	CN(C)CCC[S-]

CARTESIAN COORDINATES (ANGSTROEM)
C -0.954 -0.353 2.669
N 0.108 0.013 1.668
C 0.909 1.155 2.180
C -0.580 0.330 0.376
C -0.665 -0.923 -0.528
C 0.427 -1.116 -1.628
S 0.414 0.381 -2.611
H -1.596 0.499 3.043
H -1.727 -1.101 2.194
H -0.589 -0.979 3.489
H 1.731 1.662 1.541
H 1.487 0.950 3.040
H 0.313 2.067 2.354
H 0.164 0.879 -0.267
H -1.446 1.063 0.523
H -1.668 -0.907 -1.107
H -0.663 -1.722 0.304
H 0.333 -1.949 -2.263
H 1.459 -1.213 -1.155



Entry 2:
This record from OMol25 describes one molecule with the formula C5H5NOS in a non-equilibrium geometry. The level of theory is the ωB97M-V functional and the def2-TZVPD basis.

Output
energy above the lowest of the compared OMol25 structures with the same formula, charge and spin	367.09	kJ/mol
HOMO-LUMO gap	8.13	eV
LUMO	0.00	eV
largest force on an atom	5.343	eV Å⁻¹
SMILES	C#C/C(=C/N)C(O)=S

CARTESIAN COORDINATES (ANGSTROEM)
C 0.084 -1.083 -2.668
C -0.116 -0.778 -1.476
C -0.263 -0.234 -0.195
C 0.568 -0.863 0.695
N 0.966 -0.356 1.945
C -0.838 1.075 0.124
O -1.329 1.569 -0.967
S -1.261 1.604 1.703
H 0.651 -1.302 -3.697
H 1.094 -1.818 0.318
H 1.646 -0.816 2.499
H 0.647 0.499 2.526
H -1.847 2.503 -0.806